[1]
The following is a DFT calculation (wB97M-V/def2-TZVPD) of a single C8H7O5P molecule at a distorted geometry.

Each line ends with the natural charge from an NBO analysis.
Cartesian coordinates (Å):
H1 4.49120 1.04586 1.57866  0.249
H2 2.09119 1.49802 0.81404  0.246
O1 -2.35685 -2.70492 -1.23709  -0.571
O2 -0.84140 -1.15940 0.73662  -0.171
H3 -4.76506 1.53142 0.12365  0.220
C1 -2.01831 -1.53221 -1.20740  0.686
C2 3.68783 0.14838 1.62619  -0.703
H4 -1.26556 -0.85294 -3.15602  0.275
C3 2.32043 0.41194 1.12996  -0.016
O3 -2.05703 -0.84017 0.15286  -0.291
C4 -3.87878 1.32486 -0.30791  -0.134
H5 4.11022 -0.77703 1.19396  0.249
P1 -1.22501 1.00268 -1.58537  2.117
H6 1.54916 -1.62789 1.35820  0.245
C5 -2.77639 1.34312 -0.74601  -0.429
C6 1.38213 -0.60145 0.98165  -0.370
O4 -0.57159 2.06968 -2.30086  -1.021
H7 3.72246 -0.17175 2.77559  0.255
C7 0.08314 -0.32018 0.37856  0.824
O5 -0.03606 0.79170 -0.21590  -0.659
C8 -1.64572 -0.57975 -2.09338  -1.001

Total energy   -27928.871 eV
Energy above the lowest of the compared OMol25 structures with the same formula, charge and spin   0.0 kcal/mol

[2]
The following is a DFT calculation (wB97M-V/def2-TZVPD) of a single C8H8 molecule at a distorted geometry.

Each line ends with the natural charge from an NBO analysis.
Cartesian coordinates (Å):
H1 1.29423 -0.94579 -0.14474  0.247
H2 1.72935 1.59442 -1.28551  0.191
C1 0.98248 0.96287 -1.08176  -0.158
H3 -1.68783 -0.27982 -2.41247  0.206
H4 -2.06915 -1.85428 0.99490  0.227
H5 1.56697 0.06924 2.04686  0.239
C2 0.61737 0.20681 1.57730  -0.463
C3 -0.55509 -0.38665 1.93509  -0.156
H6 -0.61282 -0.91685 2.83184  0.209
C4 -0.78589 -0.23478 -1.72110  -0.257
C5 0.10778 0.97504 -2.04769  -0.218
H7 0.24052 1.32024 1.62126  0.231
H8 0.24892 1.25446 -2.98853  0.202
C6 -0.68219 -0.53743 -0.32322  -0.016
C7 0.72258 -0.04627 0.10099  -0.279
C8 -1.11721 -1.18123 0.89678  -0.205

Total energy   -8420.232 eV
Energy above the lowest of the compared OMol25 structures with the same formula, charge and spin   110.4 kcal/mol
SMILES   C1=C[C@H]2CC=CC2=C1

[3]
The following is a DFT calculation (wB97M-V/def2-TZVPD) of 2 unconnected molecules or ions with the total composition C8H8 at a distorted geometry.

Each line ends with the natural charge from an NBO analysis.
Cartesian coordinates (Å):
C1 -1.29209 -1.25801 0.44371  -0.205
H1 -0.64756 0.40917 -2.39464  0.217
H2 -1.17613 -2.34269 0.90250  0.223
C2 2.31852 -0.03566 0.07440  -0.232
H3 -1.12197 -1.87964 -1.57457  0.230
H4 1.27019 -0.20570 -0.20926  0.245
C3 3.52280 -0.15337 -0.09852  -0.244
H5 -0.99940 -0.60504 2.54537  0.235
C4 -1.12795 -0.98204 -0.92312  -0.252
H6 4.54204 0.00979 0.04204  0.223
C5 -1.06203 1.37496 -0.45690  -0.198
H7 -0.54039 2.18526 1.36671  0.248
C6 -0.89612 -0.27182 1.41309  -0.244
C7 -0.99937 0.26569 -1.28947  -0.231
H8 -1.01749 2.37577 -0.82543  0.214
C8 -0.77306 1.11335 0.98409  -0.230

Total energy   -8420.995 eV
Energy above the lowest of the compared OMol25 structures with the same formula, charge and spin   92.8 kcal/mol
SMILES   c1ccccc1.C#C

[4]
The following is a DFT calculation (wB97M-V/def2-TZVPD) of a single C8H8 molecule at a distorted geometry.

Each line ends with the natural charge from an NBO analysis.
Cartesian coordinates (Å):
H1 -1.62280 3.35621 -0.04347  0.265
H2 4.27798 -0.58053 0.54825  0.227
C1 2.06924 -0.07972 -0.08557  0.036
C2 3.49536 -0.16262 -0.31946  -0.690
H3 3.68519 -0.75496 -1.12309  0.240
H4 -0.29361 -0.11527 1.77659  0.282
C3 -1.41665 2.20261 -0.29782  -0.316
H5 -3.04818 0.03193 -1.02898  0.203
H6 3.65402 0.96870 -0.16136  0.261
H7 -1.60643 -2.12820 0.32958  0.191
C4 -1.04026 1.18542 0.40305  0.033
C5 -2.92845 -0.93785 -0.49396  -0.367
H8 -3.83533 -1.54442 -0.48647  0.223
C6 0.86034 -0.13582 0.17495  -0.037
C7 -0.47679 -0.21455 0.64503  -0.390
C8 -1.77364 -1.09091 0.16271  -0.160

Total energy   -8417.501 eV
Energy above the lowest of the compared OMol25 structures with the same formula, charge and spin   173.4 kcal/mol
SMILES   C#C[C@H](C#CC)C=C

[5]
The following is a DFT calculation (wB97M-V/def2-TZVPD) of 2 unconnected molecules or ions with the total composition C8H8BF2O12S at a distorted geometry.

Each line ends with the natural charge from an NBO analysis.
Cartesian coordinates (Å):
O1 -0.53946 2.36963 1.24288  -0.513
C1 1.35501 2.30089 -0.33891  0.457
O2 -2.90774 -4.28965 -0.10579  -0.555
C2 -1.48494 2.13966 0.23981  -0.349
C3 -2.01681 -3.53881 -0.37636  0.682
B1 0.05181 -2.62132 -0.75748  1.162
O3 -3.55278 2.54965 1.86054  -0.913
H1 1.37280 -0.47841 1.20296  0.222
O4 -0.95240 -1.57829 -1.01591  -0.663
C4 2.15960 -2.66016 -1.66887  0.684
O5 -3.18875 -1.44495 -0.92510  -0.560
H2 0.42023 4.06029 0.50095  0.172
H3 2.92019 -0.15671 0.40023  0.222
H4 0.95426 2.56740 -1.32068  0.147
F1 -3.80584 1.32122 -0.18810  -0.474
O6 1.00649 -2.20364 0.29210  -0.660
O7 1.30136 0.94026 -0.26730  -0.530
H5 -1.19675 1.33904 -0.45470  0.245
O8 -2.63900 0.25851 1.65195  -0.881
H6 1.29083 3.06680 1.67594  0.210
O9 3.23445 -1.90965 0.40552  -0.577
H7 2.26872 1.01389 1.59101  0.159
H8 -1.76155 3.04191 -0.32040  0.198
F2 2.66794 2.79298 -0.30436  -0.382
C5 2.01666 0.30341 0.80097  -0.290
C6 -2.16994 -2.05932 -0.80807  0.683
O10 0.88606 -2.88327 -1.94633  -0.650
S1 -2.92592 1.52831 1.08918  2.400
C7 2.23739 -2.20824 -0.18890  0.691
O11 3.08721 -2.77626 -2.41626  -0.558
O12 -0.71971 -3.81072 -0.35914  -0.655
C8 0.63060 3.02558 0.80862  -0.122

Total energy   -49948.942 eV
Charge   -1

[6]
The following is a DFT calculation (wB97M-V/def2-TZVPD) of a molecular structure, C8H8Br2O at a distorted geometry.

Each line ends with the natural charge from an NBO analysis.
Cartesian coordinates (Å):
C1 1.54798 -1.29301 1.17952  -0.215
C2 0.92126 1.04738 0.81678  -0.194
H1 -1.07835 1.35892 0.32887  0.205
O1 -3.05783 -0.58799 -0.18207  -0.659
H2 -0.15188 -2.68521 0.75953  0.210
Br1 1.58439 2.69293 -2.96452  0.123
Br2 -1.44364 1.80733 -2.35609  0.103
H3 1.34161 2.03168 0.70762  0.221
H4 2.22089 -2.04132 1.55942  0.219
C3 0.23749 -1.64479 0.78811  -0.162
C4 1.84982 0.06111 1.13176  -0.233
C5 -0.31569 0.65769 0.37842  -0.223
H5 -3.02163 0.30630 -0.30722  0.479
C6 -1.91889 -1.19527 0.24031  0.180
H6 -2.06801 -2.28747 0.44371  0.169
H7 2.91827 0.35394 1.48296  0.210
C7 -0.63507 -0.64482 0.43465  -0.194
H8 0.69677 0.53026 -2.25367  0.191
C8 0.37253 1.53230 -2.18808  -0.430

Total energy   -150553.947 eV
Energy above the lowest of the compared OMol25 structures with the same formula, charge and spin   50.9 kcal/mol

[7]
The following is a DFT calculation (wB97M-V/def2-TZVPD) of a single C8H8BrNO2 molecule at a distorted geometry.

Each line ends with the natural charge from an NBO analysis.
Cartesian coordinates (Å):
O1 1.89048 1.06861 -2.19292  -0.487
C1 0.86896 0.75768 -1.60683  0.513
H1 0.96472 1.07576 2.59661  0.193
H2 -2.10204 -0.99452 -2.15747  0.232
C2 -1.39424 -1.15527 -0.12917  -0.240
C3 1.74813 0.73030 1.96532  -0.246
Br1 -1.04646 2.19639 0.33564  -0.117
O2 1.23096 0.43652 0.66497  -0.536
C4 -1.30640 -0.56766 -1.47067  -0.114
C5 0.74755 1.37086 -0.19225  0.065
C6 -0.36021 -1.63124 0.54517  -0.208
H3 -0.50417 0.37312 -3.26260  0.249
C7 -2.65609 -1.55021 0.34258  0.266
H4 0.69223 -1.56770 0.38324  0.230
H5 -0.61436 -2.21228 1.46500  0.209
H6 1.31679 2.18636 -0.01938  0.191
H7 2.44446 1.48355 2.03581  0.183
N1 -3.72919 -1.78397 0.71879  -0.287
H8 2.15703 -0.29013 2.17982  0.205
C8 -0.34816 0.07383 -2.20167  -0.299

Total energy   -84049.480 eV
Energy above the lowest of the compared OMol25 structures with the same formula, charge and spin   67.3 kcal/mol
SMILES   C=C(C#N)/C=C\C(=O)[C@@H](Br)OC

[8]
The following is a DFT calculation (wB97M-V/def2-TZVPD) of a single C8H8Cl3NO2 molecule at a distorted geometry.

Each line ends with the natural charge from an NBO analysis.
Cartesian coordinates (Å):
C1 1.43129 1.01146 -0.79903  -0.289
H1 0.02253 -0.39581 2.01642  0.256
Cl1 -2.87498 -2.48843 -0.45592  0.019
Cl2 -1.25980 2.11315 -1.53302  0.098
C2 0.67326 -0.09091 1.25201  -0.239
C3 -2.20822 1.11200 0.74106  0.467
C4 -2.86399 -0.14172 0.53699  -0.373
C5 -0.89264 1.19401 -0.12821  0.368
H2 0.33185 -1.90331 -0.13294  0.228
C6 2.09073 -0.31026 -1.27002  -0.075
H3 2.99032 0.05170 -1.65816  0.201
H4 1.57832 0.41934 1.56788  0.222
H5 1.07622 1.50740 -1.77278  0.253
H6 2.16552 1.83698 -0.45488  0.236
N1 0.31554 0.83412 0.11729  -0.352
H7 1.41182 -2.09183 1.25197  0.205
O1 2.37646 -1.16339 -0.21490  -0.513
C7 -2.21584 -0.97387 -0.32728  -0.266
Cl3 -4.31368 -0.28242 1.41472  0.007
H8 1.51425 -0.89995 -2.11073  0.187
C8 1.12304 -1.40328 0.50509  -0.102
O2 -2.47198 2.06502 1.45445  -0.537

Total energy   -51573.395 eV
Energy above the lowest of the compared OMol25 structures with the same formula, charge and spin   9.0 kcal/mol

[9]
The following is a DFT calculation (wB97M-V/def2-TZVPD) of a molecular structure, C8H8ClNO2 at a distorted geometry.

Each line ends with the natural charge from an NBO analysis.
Cartesian coordinates (Å):
H1 3.99174 2.07428 1.02766  0.231
O1 0.41732 0.47100 0.14098  -0.476
Cl1 4.63854 -0.58533 -0.09433  0.071
C1 -1.12277 -1.38941 0.46710  -0.236
C2 -0.84020 -0.10304 -0.02113  0.284
C3 -2.47617 -1.78690 0.53659  -0.200
H2 -3.85508 0.71895 -1.25992  0.215
O2 1.95125 -1.46179 -0.12561  -0.364
N1 2.03636 -0.24212 -0.04851  0.303
H3 2.39024 2.32707 0.63158  0.255
H4 -4.48269 -1.28786 0.00402  0.215
C4 3.32635 1.87408 0.22888  -0.659
C5 -1.78290 0.61756 -0.84268  -0.237
H5 -1.35363 1.55636 -1.19147  0.238
C6 3.20254 0.35212 0.10181  0.100
H6 -2.75600 -2.60293 1.16021  0.214
C7 -3.07689 0.11288 -0.79459  -0.209
H7 -0.45303 -2.04185 0.94316  0.232
C8 -3.43243 -1.02366 -0.06563  -0.211
H8 3.67745 2.42058 -0.79812  0.237

Total energy   -26527.332 eV
Energy above the lowest of the compared OMol25 structures with the same formula, charge and spin   136.3 kcal/mol

[10]
The following is a DFT calculation (wB97M-V/def2-TZVPD) of a single C8H8F2O2S molecule at a distorted geometry.

Each line ends with the natural charge from an NBO analysis.
Cartesian coordinates (Å):
C1 3.05696 0.42548 0.99876  -0.868
O1 2.62712 -0.70020 -1.32626  -0.966
F1 -0.89028 -4.08386 0.13059  -0.307
H1 -2.82694 -2.58902 0.10464  0.218
H2 0.50797 -0.50460 -1.65608  0.241
C2 -0.88675 -1.71256 -0.39120  -0.261
S1 2.45508 -1.02858 0.04794  1.546
C3 -2.24321 0.72190 -0.50180  -0.209
H3 -4.05066 -0.59455 -0.06744  0.226
C4 -0.92373 0.67439 -0.80150  -0.182
F2 0.89544 -3.24917 -0.48837  -0.303
C5 -0.36132 -2.93212 -0.29723  0.812
O2 0.93603 -0.39622 0.31852  -0.724
C6 -2.31764 -1.57287 -0.13306  -0.146
H4 4.11328 0.38950 1.38321  0.226
H5 -2.82091 1.71888 -0.68717  0.220
H6 3.24777 1.20748 0.19361  0.256
C7 -0.00233 -0.53125 -0.73952  0.016
H7 2.35518 0.54710 1.85170  0.255
H8 -0.40494 1.65596 -1.01459  0.215
C8 -3.04725 -0.45319 -0.22471  -0.265

Total energy   -28787.110 eV
Energy above the lowest of the compared OMol25 structures with the same formula, charge and spin   71.2 kcal/mol

[11]
The following is a DFT calculation (wB97M-V/def2-TZVPD) of a single C8H8F3N7S molecule at a distorted geometry.

Each line ends with the natural charge from an NBO analysis.
Cartesian coordinates (Å):
C1 -1.24364 0.36123 1.10172  0.498
H1 1.78358 1.95939 -0.41481  0.398
H2 3.00316 3.20941 -0.46090  0.423
H3 1.69580 -0.69748 -1.25610  0.414
F1 -3.77264 -2.01174 -1.09926  -0.311
N1 -0.95327 0.98008 2.31782  -0.443
C2 0.63823 1.76646 3.85637  -0.663
N2 2.10461 -0.46377 -0.34684  -0.479
S1 5.33854 1.72769 -0.34347  -0.259
N3 -2.34864 0.05156 0.58054  -0.454
C3 1.11358 -0.00438 0.65274  0.408
N4 3.48063 0.07215 -0.44445  -0.464
F2 -2.85056 -1.40829 -2.91987  -0.300
C4 1.37364 0.47314 1.91962  -0.399
C5 -2.05026 -0.54044 -0.67957  0.241
H4 -0.17309 1.41756 4.55905  0.251
C6 0.28159 0.97438 2.71187  0.291
H5 1.62710 1.50679 4.25746  0.223
N5 -0.73793 -0.53951 -0.93334  -0.271
N6 2.66735 2.31406 -0.78172  -0.787
C7 -3.21362 -0.98301 -1.70898  0.972
C8 3.69189 1.43584 -0.61504  0.293
H6 2.42019 0.50231 2.25281  0.252
H7 4.25684 -0.48215 -0.02520  0.442
H8 0.61440 2.89222 3.69998  0.253
N7 -0.25219 -0.15550 0.24838  -0.221
F3 -4.20750 -0.07022 -1.84105  -0.310

Total energy   -37842.350 eV
Energy above the lowest of the compared OMol25 structures with the same formula, charge and spin   38.1 kcal/mol
SMILES   Cc1cc(NNC(N)=S)n2nc(C(F)(F)F)nc2n1

[12]
The following is a DFT calculation (wB97M-V/def2-TZVPD) of a single C8H8F3NO3 molecule at a distorted geometry.

Each line ends with the natural charge from an NBO analysis.
Cartesian coordinates (Å):
O1 0.73972 -1.64787 2.03348  -0.674
C1 -1.81742 0.35000 0.09097  0.255
O2 -1.75857 -1.97997 -0.22255  -0.672
F1 1.71558 0.37228 -1.95517  -0.316
C2 -1.30541 -0.75329 -0.52839  0.364
H1 -1.70461 2.58708 -0.09599  0.239
C3 0.86696 1.16187 0.99663  -0.449
H2 0.19662 1.18953 1.81488  0.250
C4 1.43710 -0.07806 0.36242  0.190
F2 2.83501 -0.11258 0.35670  -0.328
C5 -1.24947 1.65794 -0.49380  -0.477
C6 0.25424 1.66280 -0.38006  -0.246
H3 1.74615 1.85124 1.50993  0.248
H4 0.02733 -1.36662 -1.99796  0.420
N1 -0.27756 -0.53555 -1.43914  -0.663
C7 1.03321 -1.50660 0.73741  0.787
H5 0.62700 2.62757 -0.88936  0.241
H6 0.48545 -2.54078 2.30469  0.505
H7 -1.57716 1.60896 -1.53540  0.241
C8 0.78123 0.31154 -1.00256  0.507
F3 -2.64915 0.24809 1.20830  -0.332
O3 1.04750 -2.38171 -0.05486  -0.589
H8 -1.45374 -2.72589 -0.82015  0.499

Total energy   -24208.753 eV
Energy above the lowest of the compared OMol25 structures with the same formula, charge and spin   14.7 kcal/mol
SMILES   O=C(O)[C@]1(F)C[C@@H]2CC(F)=C(O)N[C@@]21F

- Among the records above, which one has the lowest total energy?
  C8H8Br2O